This record from the OMol25 dataset describes a molecular structure, C42H36Cl5MoN7O4S. The level of theory is ωB97M-V/def2-TZVPD.

Calculated values
Gap between HOMO and LUMO (alpha / beta) = 0.21866 / 0.23835 hartree
Highest occupied orbital energy (alpha / beta) = -13.042 / -13.091 eV
<S²> = 2.06
Multiplicity = 3
Energy relative to the best compared isomer or geometry (same formula, charge and spin) = 0.00 kcal/mol
Total charge = +2

Each line ends with the Mulliken charge.
Geometry (Å):
Mo: 0.04 -0.03 -0.44  -0.76
Cl: -2.14 2.04 5.68  -0.16
C: -1.19 1.83 4.27  0.00
C: -1.46 0.75 3.45  -0.94
C: -0.70 0.57 2.30  0.15
N: -0.80 -0.47 1.35  0.48
C: -1.51 -1.63 1.56  0.24
O: -2.07 -1.97 2.57  -0.64
C: -1.54 -2.47 0.31  0.31
C: -2.17 -3.70 0.31  -0.76
C: -2.19 -4.43 -0.86  -0.79
C: -1.61 -3.90 -2.00  -0.84
C: -1.00 -2.66 -1.93  -0.64
N: -0.96 -1.96 -0.79  0.89
C: 0.31 1.50 1.98  -0.01
C: 0.60 2.56 2.82  -0.83
C: -0.16 2.73 3.96  0.14
Cl: 0.17 4.08 4.98  -0.16
N: 0.98 1.16 0.79  1.19
C: 2.36 1.36 0.60  -0.18
O: 2.97 2.33 0.95  -0.58
C: 2.98 0.17 -0.08  0.73
C: 4.35 0.06 -0.23  -0.79
C: 4.85 -1.13 -0.76  -0.41
C: 3.97 -2.13 -1.12  -1.08
C: 2.61 -1.92 -0.97  -0.16
N: 2.12 -0.79 -0.46  0.45
H: -2.23 0.04 3.73  0.63
H: -2.62 -4.05 1.23  0.63
H: -2.67 -5.40 -0.89  0.47
H: -1.63 -4.43 -2.95  0.64
H: -0.58 -2.20 -2.81  0.70
H: 1.40 3.26 2.59  0.59
H: 4.98 0.87 0.09  0.57
H: 5.92 -1.26 -0.87  0.49
H: 4.33 -3.07 -1.52  0.51
H: 1.89 -2.68 -1.24  0.57
N: -1.72 1.30 -0.63  0.44
C: -2.63 1.27 -1.77  0.39
C: -3.37 0.13 -2.02  -0.46
C: -4.28 0.13 -3.07  -0.91
C: -4.44 1.26 -3.86  -0.47
C: -3.68 2.39 -3.60  -0.85
C: -2.77 2.41 -2.56  -0.06
H: -2.26 1.15 0.22  0.53
H: -1.30 2.24 -0.53  0.01
H: -3.27 -0.74 -1.38  0.47
H: -4.88 -0.76 -3.25  0.52
H: -5.16 1.26 -4.66  0.47
H: -3.81 3.28 -4.20  0.42
H: -2.20 3.30 -2.34  0.38
Cl: -2.93 3.68 -8.42  -0.21
C: -1.77 2.52 -7.89  -0.11
C: -2.02 1.76 -6.76  -1.34
C: -1.09 0.83 -6.34  0.81
C: 0.09 0.62 -7.05  -0.05
C: 1.08 -0.43 -6.61  -0.92
C: 2.14 0.16 -5.68  -1.44
N: 1.52 0.63 -4.44  0.21
C: 1.21 1.93 -4.11  -1.35
C: 0.60 1.89 -2.90  -0.60
N: 0.52 0.56 -2.49  1.70
C: 1.10 -0.15 -3.46  -1.04
O: 0.50 -1.51 -5.90  -0.02
C: -0.10 -2.52 -6.73  -1.42
C: -1.44 -2.11 -7.28  0.26
C: -2.57 -2.04 -6.54  0.92
Cl: -2.71 -2.39 -4.85  -0.11
S: -3.92 -1.48 -7.42  -0.15
C: -2.96 -1.29 -8.82  -0.59
C: -1.68 -1.69 -8.62  -0.86
C: 0.32 1.42 -8.17  0.26
Cl: 1.80 1.24 -9.07  -0.19
C: -0.59 2.36 -8.60  -0.51
H: -2.95 1.89 -6.22  0.39
H: -1.30 0.22 -5.47  0.82
H: 1.62 -0.81 -7.49  1.06
H: 2.63 1.00 -6.16  0.51
H: 2.88 -0.59 -5.43  0.34
H: 1.46 2.76 -4.75  0.48
H: 0.22 2.70 -2.30  0.69
H: 1.22 -1.22 -3.48  0.71
H: -0.21 -3.39 -6.08  0.54
H: 0.58 -2.78 -7.54  0.34
H: -3.41 -0.94 -9.74  0.51
H: -0.92 -1.67 -9.39  0.48
H: -0.38 2.96 -9.48  0.52
C: -0.73 6.18 0.07  -1.26
C: -1.24 4.78 0.34  -0.20
O: -0.42 3.78 -0.30  -0.57
H: -1.38 6.91 0.55  0.43
H: -0.70 6.39 -0.99  0.31
H: 0.28 6.31 0.48  0.35
H: -2.24 4.64 -0.07  0.34
H: -1.28 4.57 1.42  0.23
H: 0.49 3.90 0.01  0.21

This record from the OMol25 dataset describes a molecular structure, C42H36Cl5MoN7O4S. The level of theory is ωB97M-V/def2-TZVPD.

Calculated values
Gap between HOMO and LUMO (alpha / beta) = 0.21821 / 0.23550 hartree
Highest occupied orbital energy (alpha / beta) = -13.043 / -13.043 eV
<S²> = 2.06
Multiplicity = 3
Energy relative to the best compared isomer or geometry (same formula, charge and spin) = 0.38 kcal/mol
Total charge = +2

Each line ends with the Mulliken charge.
Geometry (Å):
Mo: 0.03 -0.07 -0.42  -0.85
Cl: -2.18 2.05 5.68  -0.16
C: -1.22 1.83 4.28  0.01
C: -1.49 0.74 3.46  -0.94
C: -0.73 0.55 2.31  0.16
N: -0.83 -0.49 1.37  0.47
C: -1.56 -1.64 1.58  0.26
O: -2.14 -1.97 2.59  -0.64
C: -1.58 -2.50 0.34  0.34
C: -2.21 -3.73 0.36  -0.74
C: -2.22 -4.48 -0.80  -0.75
C: -1.62 -3.97 -1.95  -0.84
C: -1.01 -2.73 -1.89  -0.56
N: -0.98 -2.01 -0.76  0.81
C: 0.29 1.47 1.99  0.11
C: 0.59 2.53 2.83  -0.87
C: -0.18 2.72 3.97  0.11
Cl: 0.16 4.06 4.98  -0.15
N: 0.97 1.12 0.81  1.09
C: 2.32 1.37 0.57  -0.16
O: 2.91 2.37 0.88  -0.59
C: 2.97 0.20 -0.12  0.73
C: 4.33 0.13 -0.32  -0.75
C: 4.85 -1.03 -0.86  -0.41
C: 4.00 -2.07 -1.18  -1.06
C: 2.63 -1.92 -0.98  -0.18
N: 2.13 -0.80 -0.46  0.37
H: -2.27 0.05 3.73  0.64
H: -2.67 -4.06 1.28  0.63
H: -2.70 -5.45 -0.83  0.48
H: -1.62 -4.52 -2.88  0.62
H: -0.57 -2.29 -2.77  0.64
H: 1.39 3.22 2.60  0.60
H: 4.94 0.97 -0.02  0.57
H: 5.92 -1.13 -1.01  0.49
H: 4.37 -3.01 -1.58  0.50
H: 1.93 -2.70 -1.22  0.58
N: -1.73 1.27 -0.61  0.34
C: -2.62 1.28 -1.76  0.31
C: -3.36 0.14 -2.06  -0.52
C: -4.26 0.17 -3.12  -0.79
C: -4.41 1.32 -3.87  -0.49
C: -3.66 2.45 -3.57  -0.81
C: -2.76 2.43 -2.51  0.03
H: -2.29 1.12 0.23  0.51
H: -1.31 2.21 -0.48  0.02
H: -3.26 -0.75 -1.45  0.46
H: -4.85 -0.71 -3.34  0.51
H: -5.12 1.35 -4.69  0.46
H: -3.78 3.36 -4.15  0.41
H: -2.19 3.32 -2.26  0.36
Cl: -3.02 3.59 -8.35  -0.21
C: -1.82 2.46 -7.84  -0.16
C: -2.04 1.70 -6.69  -1.31
C: -1.09 0.78 -6.29  0.90
C: 0.08 0.58 -7.03  -0.10
C: 1.09 -0.46 -6.60  -0.88
C: 2.12 0.14 -5.65  -1.49
N: 1.50 0.60 -4.41  0.23
C: 1.18 1.90 -4.07  -1.34
C: 0.55 1.84 -2.87  -0.66
N: 0.48 0.51 -2.47  1.81
C: 1.06 -0.19 -3.43  -1.05
O: 0.52 -1.57 -5.93  -0.04
C: -0.07 -2.54 -6.81  -1.43
C: -1.39 -2.12 -7.37  0.30
C: -2.55 -2.08 -6.65  0.89
Cl: -2.72 -2.50 -4.99  -0.10
S: -3.88 -1.47 -7.54  -0.16
C: -2.90 -1.28 -8.93  -0.58
C: -1.61 -1.66 -8.70  -0.83
C: 0.28 1.37 -8.15  0.25
Cl: 1.73 1.21 -9.09  -0.19
C: -0.66 2.31 -8.57  -0.50
H: -2.95 1.83 -6.13  0.38
H: -1.27 0.17 -5.42  0.78
H: 1.65 -0.80 -7.48  1.11
H: 2.60 1.00 -6.12  0.50
H: 2.88 -0.60 -5.40  0.35
H: 1.42 2.73 -4.71  0.49
H: 0.17 2.65 -2.27  0.73
H: 1.19 -1.26 -3.46  0.67
H: -0.18 -3.44 -6.20  0.54
H: 0.63 -2.77 -7.62  0.33
H: -3.33 -0.91 -9.84  0.50
H: -0.84 -1.62 -9.46  0.47
H: -0.48 2.90 -9.46  0.53
C: -0.64 6.28 0.11  -1.26
C: -1.17 4.90 0.40  -0.19
O: -0.37 3.87 -0.25  -0.49
H: -1.27 7.03 0.58  0.42
H: -0.62 6.48 -0.97  0.30
H: 0.37 6.40 0.50  0.35
H: -2.18 4.77 0.00  0.33
H: -1.20 4.70 1.47  0.24
H: 0.54 3.97 0.05  0.19

This record from the OMol25 dataset describes a molecular structure, C42H36ClN5O6PS3V in a non-equilibrium geometry. The level of theory is ωB97M-V/def2-TZVPD.

Calculated values
Gap between HOMO and LUMO (alpha / beta) = 0.19642 / 0.23973 hartree
Highest occupied orbital energy (alpha / beta) = -3.718 / -4.716 eV
<S²> = 1.11
Multiplicity = 2
Energy relative to the best compared isomer or geometry (same formula, charge and spin) = 14.18 kcal/mol
Total charge = -1

Each line ends with the Mulliken charge.
Geometry (Å):
V: -1.78 0.50 0.45  -0.47
Cl: 1.03 4.74 5.30  -0.27
C: 0.39 3.44 4.36  0.20
C: -0.17 2.33 5.00  -0.78
C: -0.71 1.32 4.26  -0.74
C: -0.75 1.37 2.84  0.70
O: -1.34 0.44 2.20  -0.38
C: -0.10 2.48 2.20  1.79
C: -0.02 2.57 0.78  -1.02
O: -0.58 1.81 -0.03  -0.46
C: 0.46 3.50 2.99  -1.21
H: -0.17 2.29 6.08  0.43
H: -1.15 0.46 4.73  0.43
H: 0.54 3.42 0.38  0.32
H: 0.92 4.34 2.50  0.46
O: -4.27 -0.12 1.23  -0.61
N: -3.16 -0.77 0.68  1.68
C: -3.40 -2.02 0.37  -0.60
C: -2.46 -3.04 0.07  0.66
C: -2.94 -4.36 -0.12  -1.00
C: -2.09 -5.43 -0.26  -0.69
C: -0.71 -5.24 -0.22  -0.91
C: -0.22 -3.96 -0.09  -0.74
C: -1.06 -2.86 0.03  0.50
P: -0.24 -1.23 0.12  1.17
C: 0.57 -1.40 -1.50  1.83
C: 1.80 -1.97 -1.77  0.09
C: 2.16 -2.26 -3.07  -1.04
C: 1.29 -1.98 -4.11  -0.83
C: 0.08 -1.37 -3.86  -0.84
C: -0.28 -1.07 -2.56  -1.17
C: 0.81 -1.65 1.55  1.04
C: 0.05 -1.99 2.67  -0.91
C: 0.66 -2.25 3.89  -0.39
C: 2.04 -2.20 3.99  -0.85
C: 2.80 -1.91 2.87  -0.83
C: 2.20 -1.62 1.66  -0.01
H: -4.95 -0.79 1.43  0.32
H: -4.44 -2.38 0.46  0.09
H: -4.01 -4.52 -0.14  0.40
H: -2.49 -6.43 -0.39  0.40
H: -0.04 -6.08 -0.29  0.44
H: 0.85 -3.79 -0.10  0.26
H: 2.49 -2.19 -0.97  0.43
H: 3.12 -2.71 -3.28  0.53
H: 1.56 -2.25 -5.12  0.37
H: -0.59 -1.13 -4.67  0.47
H: -1.23 -0.58 -2.34  0.20
H: -1.02 -2.03 2.58  0.16
H: 0.05 -2.48 4.75  0.46
H: 2.51 -2.39 4.94  0.38
H: 3.88 -1.90 2.95  0.51
H: 2.81 -1.34 0.82  -0.08
S: 7.78 0.91 1.35  -0.47
C: 6.29 0.77 0.67  0.28
S: 4.88 1.59 1.35  -0.16
C: 3.87 0.85 0.05  -0.06
N: 4.57 0.10 -0.72  -0.66
N: 5.90 0.05 -0.42  0.46
C: 6.68 -0.71 -1.30  0.52
C: 8.07 -0.78 -1.26  -0.43
C: 8.75 -1.51 -2.22  -0.76
C: 8.07 -2.18 -3.22  -0.44
C: 6.69 -2.14 -3.25  -0.53
C: 6.00 -1.41 -2.29  -0.17
S: 2.23 1.15 -0.08  -0.09
H: 8.63 -0.27 -0.50  0.17
H: 9.82 -1.55 -2.18  0.36
H: 8.61 -2.73 -3.98  0.37
H: 6.14 -2.66 -4.02  0.38
H: 4.92 -1.36 -2.31  0.48
C: -6.07 0.87 -1.33  -1.00
C: -5.55 2.07 -2.11  -1.55
C: -4.55 2.89 -1.28  2.73
C: -3.89 3.97 -2.18  -1.23
C: -2.81 4.76 -1.45  -1.01
C: -5.31 3.64 -0.20  -0.07
O: -6.33 4.25 -0.43  -0.68
N: -4.75 3.65 1.03  0.12
C: -3.62 2.90 1.46  -0.30
O: -3.23 3.03 2.60  -0.72
N: -3.09 2.07 0.55  1.12
C: -3.47 1.98 -0.72  -0.74
O: -2.91 1.12 -1.42  -0.68
H: -6.83 0.33 -1.90  0.56
H: -6.51 1.19 -0.38  0.27
H: -5.25 0.19 -1.11  0.03
H: -6.38 2.73 -2.37  0.50
H: -5.07 1.74 -3.03  0.43
H: -4.69 4.64 -2.51  0.46
H: -3.46 3.48 -3.05  0.46
H: -3.21 5.24 -0.55  0.28
H: -2.41 5.53 -2.10  0.55
H: -1.99 4.10 -1.15  0.03
H: -5.20 4.20 1.75  0.29

This record from the OMol25 dataset describes a molecular structure, C42H36CrN4P2S. The level of theory is ωB97M-V/def2-TZVPD.

Calculated values
Gap between HOMO and LUMO (alpha / beta) = 0.26742 / 0.26986 hartree
Highest occupied orbital energy (alpha / beta) = -12.646 / -12.653 eV
<S²> = 6.03
Multiplicity = 5
Energy relative to the best compared isomer or geometry (same formula, charge and spin) = 3.43 kcal/mol
Total charge = +2

Each line ends with the Mulliken charge.
Geometry (Å):
Cr: 0.17 0.09 -0.10  0.20
C: 1.69 -0.68 -3.46  -1.87
N: 0.96 -1.91 -3.39  0.40
C: -0.45 -1.82 -3.13  -1.69
P: -0.87 -1.76 -1.32  1.98
C: -1.30 -3.44 -0.82  1.03
C: -0.28 -4.24 -0.31  -0.54
C: -0.54 -5.57 0.00  -1.21
C: -1.81 -6.09 -0.19  -0.76
C: -2.82 -5.29 -0.72  -0.78
C: -2.57 -3.97 -1.04  -0.64
C: -2.36 -0.71 -1.13  0.78
C: -3.20 -0.94 -0.04  -0.92
C: -4.22 -0.05 0.26  -0.72
C: -4.40 1.09 -0.52  -0.67
C: -3.57 1.33 -1.60  -0.78
C: -2.55 0.43 -1.91  -0.38
C: 1.60 -3.10 -2.93  0.43
C: 2.69 -3.08 -2.07  -0.03
C: 3.27 -4.28 -1.65  -0.83
C: 2.75 -5.49 -2.07  -0.63
C: 1.67 -5.51 -2.94  -0.70
C: 1.10 -4.33 -3.37  -0.31
P: 1.80 0.45 -1.96  2.45
C: 1.70 2.11 -2.68  0.48
C: 0.61 2.43 -3.49  0.01
C: 0.43 3.72 -3.96  -0.94
C: 1.34 4.72 -3.61  -0.66
C: 2.42 4.41 -2.80  -0.86
C: 2.61 3.11 -2.34  -0.64
C: 3.47 0.32 -1.30  0.15
C: 4.58 0.40 -2.15  -0.34
C: 5.86 0.30 -1.64  -0.93
C: 6.05 0.13 -0.27  -0.53
C: 4.96 0.05 0.58  -0.87
C: 3.67 0.15 0.07  -0.41
H: 1.22 -0.05 -4.23  0.61
H: 2.71 -0.88 -3.79  0.72
H: -0.98 -2.68 -3.55  0.45
H: -0.85 -0.93 -3.63  0.73
H: 0.72 -3.85 -0.18  0.79
H: 0.25 -6.20 0.39  0.54
H: -2.02 -7.12 0.05  0.46
H: -3.81 -5.70 -0.87  0.48
H: -3.36 -3.35 -1.45  0.51
H: -3.06 -1.82 0.58  0.50
H: -4.88 -0.25 1.09  0.50
H: -5.21 1.77 -0.29  0.45
H: -3.72 2.20 -2.22  0.52
H: -1.93 0.64 -2.77  0.00
H: 3.12 -2.15 -1.73  0.26
H: 4.12 -4.24 -0.99  0.45
H: 3.20 -6.42 -1.74  0.46
H: 1.28 -6.45 -3.29  0.45
H: 0.28 -4.36 -4.08  0.52
H: -0.12 1.67 -3.75  0.08
H: -0.41 3.96 -4.59  0.48
H: 1.20 5.72 -3.98  0.43
H: 3.13 5.18 -2.54  0.46
H: 3.46 2.89 -1.71  0.37
H: 4.44 0.56 -3.22  0.48
H: 6.71 0.36 -2.30  0.45
H: 7.05 0.05 0.12  0.43
H: 5.11 -0.08 1.64  0.46
H: 2.83 0.09 0.75  0.40
N: -1.61 0.79 3.56  -0.05
C: -1.50 -0.56 3.86  0.77
C: -1.90 -1.31 4.96  -1.26
C: -1.63 -2.66 4.92  -0.52
C: -0.98 -3.25 3.81  -0.81
C: -0.59 -2.50 2.73  -0.30
C: -0.86 -1.13 2.76  -0.19
N: -0.59 -0.13 1.83  0.36
C: -1.05 0.98 2.35  -0.04
C: -0.94 2.23 1.61  -0.32
C: -1.40 3.47 1.89  -0.51
S: -0.97 4.55 0.64  -0.10
C: -0.21 3.28 -0.19  0.04
N: -0.25 2.12 0.41  0.77
H: -1.99 1.51 4.16  0.24
H: -2.39 -0.86 5.81  0.46
H: -1.92 -3.28 5.75  0.42
H: -0.79 -4.31 3.83  0.48
H: -0.09 -2.95 1.88  0.31
H: -1.96 3.81 2.75  0.48
H: 0.28 3.44 -1.14  0.03

> Which of these has the highest energy relative to the best compared isomer or geometry (same formula, charge and spin)?

C42H36ClN5O6PS3V

> What is the energy relative to the best compared isomer or geometry (same formula, charge and spin) in the fourth record?

3.43 kcal/mol

> Among the records above, which one has the highest multiplicity?

C42H36CrN4P2S